1.
Formula: C25H19N7O5Pd
Source: OMol25
Level of theory: ωB97M-V/def2-TZVPD

Values from the calculation:
* E_LUMO (spin up / spin down): -8.70 / -9.18 eV
* HOMO energy (spin up / spin down): -14.324 / -14.325 eV
* energy above the lowest of the compared OMol25 structures with the same formula, charge and spin: 128.3 kJ/mol
* frontier orbital gap (spin up / spin down): 5.625 / 5.148 eV
* charge: +2
* E_tot: -50365.31540 eV

Each line ends with the Mulliken charge.
Atoms and positions in Å:
Pd (1.3320, 0.7383, 0.0659)  0.11
O (4.6225, -1.5972, 0.5606)  -0.52
O (1.0248, 4.0057, 2.5688)  -0.53
O (2.7740, -0.6908, -0.2346)  -0.32
O (0.8588, 2.7529, 0.7650)  -0.28
O (1.6077, 1.4658, -1.7617)  -0.44
N (-1.4207, -1.3125, -2.1736)  0.37
N (0.4722, 0.1654, 1.7583)  -0.14
N (2.8617, 1.3254, 1.3796)  0.35
N (-6.3139, -1.7616, -6.8828)  -0.39
N (2.1910, 1.8815, -3.8541)  -0.42
N (3.0586, 0.0158, -2.7897)  -0.23
N (0.0620, -0.4866, -0.8208)  0.68
C (-1.7353, 0.6356, 5.9833)  -0.69
C (-0.8867, -2.3632, -1.4505)  -0.11
C (-0.2419, 0.0854, 2.6535)  0.55
C (-0.8805, 0.7532, 4.9048)  -0.42
C (-2.8130, -0.2410, 5.9201)  -0.34
C (4.8609, 0.7228, 2.4649)  -0.76
C (-2.8740, -0.2640, -3.8526)  -0.54
C (4.7457, 1.8487, 3.2729)  -0.32
C (1.4583, 3.1251, 1.8639)  0.10
C (0.0400, -1.8498, -0.6083)  -1.76
C (2.3070, 1.1054, -2.7732)  0.67
C (-0.8169, -0.1913, -1.7697)  -0.37
C (-1.1279, -0.0215, 3.7681)  0.50
C (3.8849, 0.4811, 1.5168)  0.43
C (-2.2112, -0.9012, 3.6932)  -0.43
C (-4.0031, -2.7353, -4.4363)  -1.08
C (3.8356, -0.7069, 0.6183)  0.34
C (-3.0103, -2.6429, -3.4747)  -0.54
C (3.6539, 2.6946, 3.1301)  -0.62
C (-3.0547, -1.0034, 4.7819)  -0.69
C (-3.8677, -0.3614, -4.8101)  -1.18
C (-2.4568, -1.4071, -3.1893)  2.25
C (2.7212, 2.3857, 2.1582)  0.72
C (-4.4374, -1.5963, -5.1028)  0.34
C (-5.4816, -1.6909, -6.0949)  -0.06
H (2.7642, 1.7425, -4.6697)  0.19
H (3.1468, -0.5358, -1.9453)  0.23
H (-0.0406, 1.4353, 4.9346)  0.48
H (3.5130, 3.5739, 3.7438)  0.57
H (-2.6922, -3.5428, -2.9700)  0.31
H (5.6805, 0.0218, 2.5565)  0.55
H (5.4963, 2.0565, 4.0235)  0.48
H (-1.0172, 0.7976, -2.1390)  0.45
H (0.6782, -2.3426, 0.1027)  0.66
H (1.6996, 2.7550, -3.7629)  0.25
H (-3.8996, -1.6773, 4.7482)  0.42
H (-1.1955, -3.3825, -1.5859)  0.48
H (-3.4744, -0.3327, 6.7718)  0.42
H (-2.4483, 0.7078, -3.6467)  0.26
H (-2.3814, -1.4893, 2.8009)  0.49
H (3.6401, -0.2024, -3.5817)  0.19
H (-4.2038, 0.5226, -5.3340)  0.46
H (-4.4413, -3.6958, -4.6693)  0.47
H (-1.5638, 1.2245, 6.8737)  0.42


2.
Formula: C2HN4
Source: OMol25
Level of theory: ωB97M-V/def2-TZVPD

Values from the calculation:
* E_LUMO: -7.28 eV
* HOMO energy: -17.655 eV
* energy above the lowest of the compared OMol25 structures with the same formula, charge and spin: 321.3 kJ/mol
* frontier orbital gap: 10.372 eV
* charge: +1
* E_tot: -8037.43710 eV

Each line ends with the Mulliken charge.
Atoms and positions in Å:
N (-1.8142, 1.6592, -0.4976)  -0.14
N (1.3429, -0.1546, 0.1332)  0.31
N (1.6291, 0.7357, -0.4299)  0.00
N (-0.1860, -1.3251, 0.1353)  -0.27
C (-0.9668, -0.4847, 0.0862)  0.39
C (-1.7236, 0.6108, -0.0240)  0.25
H (1.7186, -1.0413, 0.5968)  0.47


3.
Formula: C7H14N2O4S
Source: OMol25
Level of theory: ωB97M-V/def2-TZVPD

Values from the calculation:
* E_LUMO: 0.41 eV
* HOMO energy: -9.061 eV
* energy above the lowest of the compared OMol25 structures with the same formula, charge and spin: 43.7 kJ/mol
* frontier orbital gap: 9.474 eV
* charge: 0
* structure (SMILES): C[C@@H](O)[C@H](NC(=O)[C@@H](N)CS)C(=O)O
* E_tot: -29492.16697 eV

Each line ends with the Mulliken charge.
Atoms and positions in Å:
S (-3.6536, -2.8864, -0.1162)  -0.19
O (-1.3984, 0.9019, -1.1430)  -0.67
O (1.6137, 3.4296, 0.4090)  -0.57
O (3.6928, 1.6233, -0.0300)  -0.53
O (3.0998, -0.5534, -0.0988)  -0.61
N (-0.7003, -2.5841, -0.3749)  -0.69
N (0.4670, -0.0679, -0.2124)  -0.17
C (-1.4871, -1.4347, -0.7485)  0.45
C (1.1230, 1.8302, 2.1287)  -1.19
C (1.3410, 1.0870, -0.3217)  -0.17
C (-2.7607, -1.2861, 0.0934)  -0.79
C (2.7962, 0.6288, -0.1404)  0.49
C (0.9084, 2.2143, 0.6928)  -0.10
C (-0.8140, -0.0829, -0.6880)  -0.06
H (3.1378, 2.4220, 0.0592)  0.46
H (-3.3697, -0.3724, -0.2033)  0.37
H (2.1970, 1.5650, 2.3134)  0.27
H (-0.1395, 2.3579, 0.4254)  0.46
H (0.1240, -2.8441, -0.9040)  0.26
H (-0.4655, -2.5079, 0.6102)  0.24
H (-1.7916, -1.5986, -1.7911)  0.38
H (1.3481, 4.0436, 1.0965)  0.36
H (0.5017, 0.9683, 2.3754)  0.30
H (-4.7657, -2.4122, 0.2383)  0.11
H (0.8950, 2.6499, 2.7950)  0.46
H (0.9584, -0.9148, -0.0061)  0.35
H (1.2320, 1.5145, -1.3434)  0.37
H (-2.4757, -1.0752, 1.1083)  0.40


4.
Formula: C2H15NO4
Source: OMol25
Level of theory: ωB97M-V/def2-TZVPD

Values from the calculation:
* E_LUMO: 0.08 eV
* HOMO energy: -9.908 eV
* energy above the lowest of the compared OMol25 structures with the same formula, charge and spin: 382.6 kJ/mol
* frontier orbital gap: 9.992 eV
* charge: 0
* structure (SMILES): CNC.O.O.O.O
* E_tot: -11994.18715 eV

Each line ends with the Mulliken charge.
Atoms and positions in Å:
O (1.7278, -4.0841, 0.1081)  -0.72
O (1.3754, -6.8367, -0.1722)  -0.67
O (-0.9699, 5.2365, -0.8708)  -0.65
O (-4.8069, -2.0457, 5.3805)  -0.62
N (0.4734, 1.7413, -0.7849)  -0.38
C (-0.1614, 2.4680, -1.8925)  -0.83
C (1.8872, 2.1903, -0.3473)  -0.77
H (-5.0563, -2.8819, 4.8939)  0.32
H (-5.3288, -1.5023, 4.8670)  0.30
H (-1.9164, 5.2353, -0.6868)  0.33
H (-0.0292, 1.7686, -2.7324)  0.37
H (2.6855, 2.3138, -1.2970)  0.24
H (0.4261, 3.3478, -2.4649)  0.23
H (1.3751, -5.7683, -0.0804)  0.42
H (-1.2002, 2.8186, -1.4944)  0.22
H (1.8262, -3.5644, -0.7766)  0.35
H (2.1854, 1.5792, 0.4504)  0.33
H (-0.8019, 4.3617, -1.2781)  0.33
H (2.1263, 3.2710, -0.1242)  0.29
H (1.1556, -3.4995, 0.6155)  0.34
H (0.8240, 0.9844, -1.3146)  0.29
H (2.2028, -7.1336, 0.0021)  0.28